(1)
101
Properties=species:S:1:pos:R:3:forces:R:3 method="wB97M-V/def2-TZVPD" lumo_ev=3.4 homo_energy_ev=-1.221 orbital_gap_ha=0.168 charge=-2 e_tot_ev=-340203.149
Cs 0.53590 -0.59184 -1.48614 0.2 0.7 0.9
O -1.02770 1.26847 -5.53068 0.1 0.0 0.1
C -0.95086 0.33960 -4.59119 -0.1 0.2 -0.2
O -1.34987 0.51203 -3.46479 0.1 -0.4 0.1
C -0.35820 -0.97234 -5.10976 0.0 -0.1 -0.2
O 0.35191 -1.61568 -4.09261 -0.1 0.2 0.3
C 0.58112 -3.01203 -4.19937 -0.1 0.0 -0.3
C 0.91934 -3.69273 -2.83603 0.1 -0.4 -0.3
O 1.81381 -4.54734 -2.92327 0.0 0.1 0.1
O 0.21835 -3.39047 -1.83730 -0.2 0.1 -0.1
H -1.30932 2.12424 -5.07064 0.0 0.0 -0.1
H 0.27649 -0.75784 -5.97558 0.0 0.0 0.0
H -1.20174 -1.58924 -5.45325 0.0 0.0 0.0
H 1.40095 -3.20713 -4.89490 0.0 0.0 0.0
H -0.32457 -3.50602 -4.58252 0.0 0.0 0.0
C -0.83005 4.67203 2.39286 0.0 0.0 0.0
N 0.36260 4.08799 1.81712 0.0 0.0 -0.1
C 1.31004 5.03861 1.26434 0.0 0.0 0.0
C 0.60094 2.74145 1.76644 -0.1 0.0 0.0
N 1.71909 2.19845 1.47880 0.1 0.0 0.1
N -0.55247 1.98719 2.03252 0.1 0.0 0.1
C -0.66124 0.63761 2.30511 -0.1 -0.1 -0.1
N -1.98169 0.22079 2.27488 0.0 0.0 0.0
N 0.32473 -0.11725 2.61495 0.1 0.2 0.0
H -0.55371 5.61132 2.87579 0.0 0.0 0.0
H -1.26492 4.02401 3.15011 0.0 0.0 0.0
H -1.58838 4.89205 1.63247 0.0 0.0 0.0
H 0.76506 5.78591 0.68572 0.0 0.0 0.0
H 2.00160 4.56371 0.56694 0.0 0.0 0.0
H 1.87232 5.53832 2.06199 0.0 0.0 0.0
H 2.43654 2.87469 1.22339 0.0 -0.1 0.0
H -1.40989 2.41078 1.70641 0.0 0.0 0.0
H -2.61128 0.75406 1.68255 0.0 0.0 0.0
H -2.08876 -0.77631 2.18457 0.0 0.0 0.0
H -0.00180 -1.06539 2.77648 0.0 0.0 0.0
C 4.06618 -1.38740 -2.85571 0.1 -0.1 0.1
O 3.60126 -0.92230 -1.59971 0.1 -0.1 0.1
C 4.45082 -1.00184 -0.54560 0.1 -0.1 0.0
C 5.70627 -1.57196 -0.59896 0.0 0.1 -0.1
C 6.50235 -1.55389 0.54509 0.0 0.0 0.0
Br 8.24743 -2.32288 0.44581 0.0 0.0 0.0
C 6.06904 -1.00982 1.72168 0.0 0.0 -0.1
C 4.77411 -0.46946 1.79254 0.1 0.0 0.1
C 3.95684 -0.45709 0.66611 0.0 0.2 0.1
O 2.70249 -0.02831 0.63507 -0.5 -0.4 -0.2
C 4.34751 0.04204 3.10714 0.0 0.0 -0.1
N 5.19746 0.32820 4.07369 -0.1 0.0 0.0
C 4.40761 0.74186 5.12511 0.1 0.0 0.0
C 4.76028 1.17744 6.40347 0.0 0.0 0.0
C 3.74843 1.55495 7.26720 0.0 0.0 0.0
C 2.39903 1.50686 6.87787 0.0 0.0 0.0
C 2.02880 1.07715 5.61598 0.0 0.0 0.0
C 3.05422 0.69494 4.75658 -0.1 0.0 -0.1
N 3.04671 0.23242 3.46541 0.1 0.0 0.1
H 5.02386 -0.92365 -3.10510 0.0 0.1 -0.1
H 3.31361 -1.09386 -3.58465 0.0 0.0 0.0
H 4.16616 -2.47682 -2.85416 0.0 0.0 0.0
H 6.08297 -2.01270 -1.50880 0.0 0.0 0.0
H 6.68557 -0.99300 2.60757 0.0 0.0 0.0
H 2.35921 0.81736 1.09784 0.2 0.2 -0.1
H 5.80142 1.22081 6.69841 0.0 0.0 0.0
H 3.99792 1.90028 8.26356 0.0 0.0 0.0
H 1.63412 1.81698 7.57960 0.0 0.0 0.0
H 0.99316 1.04145 5.30310 0.0 0.0 0.0
H 2.19654 0.11459 2.90668 -0.1 0.0 0.0
Se 3.53762 3.44181 -1.31161 0.4 0.1 0.2
Se 1.90257 2.73254 -2.77350 -0.3 -0.2 -0.3
Te -0.26453 3.71226 -1.82611 -0.1 -0.1 -0.1
Se -1.65162 4.09082 -3.89108 0.0 0.0 0.0
C -5.89146 -3.41573 -2.42903 0.0 0.0 0.0
C -4.91507 -2.29397 -2.77009 0.0 0.0 0.1
Sb -2.78492 -2.57806 -2.33209 0.0 0.0 -0.2
C -2.83868 -1.94024 -0.24691 0.0 0.0 0.0
C -4.19600 -1.99707 0.44930 0.0 0.0 0.0
C -2.82065 -4.72307 -2.02199 0.0 0.0 0.0
C -3.22456 -5.26283 -0.65496 0.0 0.0 0.0
H -6.91906 -3.15259 -2.70216 0.0 0.0 0.0
H -5.88605 -3.64434 -1.36232 0.0 0.0 0.0
H -5.64154 -4.33731 -2.95856 0.0 0.0 0.0
H -5.21536 -1.36255 -2.28218 0.0 0.0 0.0
H -4.93637 -2.08704 -3.84283 0.0 0.0 0.0
H -2.44847 -0.91938 -0.19676 0.0 -0.1 -0.2
H -2.10574 -2.57013 0.26630 0.0 0.0 0.0
H -4.92453 -1.35012 -0.04296 0.0 0.0 0.0
H -4.13368 -1.66791 1.49236 0.0 0.0 0.0
H -4.60453 -3.00736 0.45205 0.0 0.0 0.0
H -1.79232 -5.01145 -2.24362 0.0 0.0 0.0
H -3.46032 -5.13412 -2.80758 0.0 0.0 0.0
H -2.62502 -4.81714 0.14010 0.0 0.0 0.0
H -3.07163 -6.34515 -0.60131 0.0 0.0 0.0
H -4.27596 -5.07107 -0.43376 0.0 0.0 0.0
C -3.79380 4.17075 -0.72565 0.0 0.0 0.0
C -3.59977 2.72388 -0.38459 0.0 0.1 -0.1
C -3.79587 1.76193 -1.50988 0.1 0.0 -0.1
O -3.30600 2.36864 0.74730 0.0 -0.1 0.1
H -4.84318 4.33033 -0.99039 0.0 0.0 0.0
H -3.20656 4.41436 -1.61965 -0.1 0.0 0.0
H -3.52338 4.81046 0.11109 0.0 0.0 0.0
H -4.68920 2.03933 -2.07300 0.0 -0.1 0.0
H -3.84533 0.73119 -1.16304 0.0 0.0 0.1
H -2.95480 1.87628 -2.20908 0.0 0.0 0.0


(2)
92
Properties=species:S:1:pos:R:3:forces:R:3 method="wB97M-V/def2-TZVPD" lumo_ev="-0.6 / -0.5" homo_energy_ev="-6.361 / -6.217" orbital_gap_ha="0.212 / 0.209" e_tot_ev=-59567.386
La 8.55038 13.10791 8.71435 0.1 -1.0 0.0
C 8.45194 13.08295 6.31281 -3.9 0.9 2.8
N 9.52750 12.34934 5.96702 4.4 -4.6 0.1
C 10.76793 12.97671 5.45819 -0.5 -1.3 1.4
C 9.58626 10.92993 5.73949 -3.6 3.7 2.3
C 10.73432 10.32064 5.35715 1.6 -2.4 -0.8
C 10.67138 9.10601 4.63190 -0.2 0.2 1.7
C 9.49994 8.34372 4.71902 -0.9 1.8 -0.1
C 8.41164 8.86974 5.42714 -0.1 0.7 2.6
C 8.45183 10.15460 6.08795 -1.6 -3.5 0.8
N 7.59022 10.32752 7.36542 3.6 0.5 2.1
C 7.80905 9.95924 8.69506 -1.3 2.4 -4.5
C 8.13801 10.82415 9.88412 -4.1 3.0 -1.7
C 9.37865 10.50989 10.39022 1.6 -3.9 3.0
C 9.53420 9.15014 10.63124 0.3 -0.4 -1.9
C 8.46472 8.21097 10.15793 1.4 2.5 -0.8
C 7.61134 8.67656 9.15376 -2.6 -6.3 2.0
N 6.39068 7.81614 8.75552 2.1 0.5 0.4
C 5.47599 8.16309 7.82079 -0.2 1.9 -2.6
C 5.99443 6.46510 9.29294 2.2 1.5 2.6
H 7.57268 12.54285 6.90010 1.4 -0.5 -1.8
H 10.47275 13.96942 17.60598 0.0 0.0 0.0
H 7.83738 13.30674 5.53097 -1.5 1.5 -2.7
H 11.50772 12.16741 5.59650 0.0 1.7 -0.7
H 10.66288 13.27942 4.43346 0.0 0.2 -0.6
H 11.00386 13.77909 6.10321 0.3 1.2 0.4
H 11.63557 10.62018 5.94130 -0.3 -0.2 -1.6
H 11.59504 8.75686 4.21037 0.2 -0.5 0.0
H 9.30948 7.38623 4.31576 0.5 -0.9 -0.7
H 7.63492 8.18716 5.83227 0.4 0.5 -0.8
H 7.25874 10.96989 10.65319 1.4 -0.2 -1.4
H 10.09104 11.07700 10.96354 0.1 1.1 0.1
H 10.52868 8.77031 10.90318 -0.6 -0.2 0.3
H 8.55854 7.21639 10.49790 -0.4 -1.1 0.1
H 5.68099 8.59276 6.80229 0.4 -0.3 1.4
H 4.46787 8.35997 8.13017 -0.7 -0.5 0.3
H 5.93141 17.06467 15.31618 -1.8 -0.9 -2.3
H 5.94773 6.49160 10.46148 -0.2 -0.1 -2.0
H 5.06971 6.24214 8.79639 -0.3 -0.4 0.2
H 6.77706 5.73281 9.04053 -0.3 0.1 -0.1
C 13.87038 18.90637 9.45944 1.1 -0.3 -2.3
O 13.00524 17.67735 9.69223 1.1 4.1 -0.2
C 13.60753 16.65074 10.44558 -0.1 -0.5 -2.9
C 12.57813 16.08085 11.36830 -1.1 -0.2 -0.7
O 11.87132 17.01021 12.09748 0.2 2.2 3.5
C 12.19673 17.13750 13.57776 0.6 -0.7 -2.9
H 13.35969 19.94273 9.20816 0.0 -2.7 0.3
H 14.53566 18.61643 8.40114 -1.6 1.0 3.3
H 14.54715 19.25322 10.32715 -0.9 -1.4 -1.1
H 14.64401 16.81908 10.64103 0.5 1.0 1.8
H 13.87152 15.93120 9.66075 -0.7 -1.1 0.1
H 13.02688 15.26569 11.87735 0.4 -0.8 1.2
H 11.69563 15.66047 10.85050 1.0 -0.3 -0.9
H 11.77195 16.25443 13.99290 -1.1 -0.2 1.0
H 11.92928 18.12417 13.98413 -0.2 -0.6 -0.4
H 13.25033 16.93069 13.69105 0.7 0.5 0.0
N 8.35176 15.91735 13.17916 0.2 3.0 -0.6
C 7.18800 16.85965 12.78285 1.2 -1.9 0.6
C 5.76974 16.18091 13.06619 -0.5 4.9 -1.6
C 5.14698 16.85930 14.41242 0.2 2.1 0.5
N 14.36182 10.18006 17.37652 -0.1 5.2 3.5
H 8.76285 16.50602 13.90215 0.7 -0.7 -0.2
H 8.18231 15.05996 13.63207 -1.2 -1.2 0.4
H 7.38754 17.25502 11.73576 -0.6 -1.0 1.1
H 7.41967 17.70940 13.45099 -1.1 0.0 -0.4
H 5.74267 15.09057 12.93368 0.1 0.5 0.5
H 5.20396 16.68677 12.12969 0.5 -1.6 2.2
H 4.27260 16.32432 14.77580 0.3 -0.5 0.3
H 4.59069 17.96506 14.28720 2.0 -2.7 -0.4
H 14.73223 9.66404 16.61418 0.5 -1.5 0.6
H 14.77123 11.22151 17.19803 -1.4 -3.4 0.9
C 6.01189 13.04443 15.54681 2.3 1.1 0.1
O 7.24830 12.29218 15.41987 -0.9 -0.6 -0.2
H 6.33290 13.93404 16.15270 -0.5 -0.6 -0.8
H 5.24143 12.57066 16.10861 -0.6 -0.8 0.3
H 5.69431 13.34120 14.54754 -0.4 0.2 0.2
H 7.09109 11.48898 14.88223 0.0 0.7 0.5
H 14.28801 10.03001 18.53424 1.0 -0.3 -5.0
I 9.14006 20.90421 11.90746 -0.8 -0.3 -0.8
C 8.65737 19.64242 10.23463 1.6 -0.6 -0.3
C 9.84492 19.17840 9.58163 -0.4 0.7 1.4
C 9.87721 18.00431 8.86643 -1.8 -1.2 -1.1
C 8.64471 17.33560 8.57964 -0.7 1.4 1.7
C 7.45457 17.99557 9.05471 -0.2 -1.3 -2.0
C 7.42179 19.08292 9.90033 1.3 0.3 0.3
C 8.52816 15.86209 8.33969 -1.0 -3.0 1.6
O 7.41190 15.19778 8.72073 1.5 2.5 -1.0
O 9.50533 15.07640 8.09466 1.2 3.9 -0.3
H 10.77786 19.67706 9.84930 -0.2 -0.3 -0.2
H 10.78296 17.55482 8.50460 0.4 0.1 0.2
H 6.49715 17.64135 8.62137 0.6 -0.2 0.9
H 6.49422 19.38635 10.34621 -0.2 0.3 0.0